# 1
DFT (ωB97M-V with the def2-TZVPD basis set) results for a cluster of 2 separate species, C4H12 in total.

SMILES: CC.CC
Energy relative to the best compared isomer or geometry (same formula, charge and spin): 0.3290 eV
Electronic energy: -4342.199 eV
LUMO energy: 1.16 eV
HOMO-LUMO gap: 12.823 eV

Structure (XYZ):
```
16
Properties=species:S:1:pos:R:3:mulliken_charge:R:1
H 0.0891 3.4272 -1.5510 0.316
H -1.2774 1.0165 -1.0344 0.225
H -0.7820 1.4184 0.5833 0.238
H 0.6276 -3.6056 1.1260 0.279
H -0.0739 -0.9519 -0.1920 0.012
C -0.9809 1.8499 -0.3974 -0.815
C 0.6594 -1.6084 0.2640 -0.586
C 0.2704 2.5386 -0.9406 -0.807
H -0.8745 -3.1344 0.5087 0.293
C -0.0204 -2.7184 1.0478 -0.910
H -0.2596 -2.4827 2.0786 0.278
H 1.4241 -1.9809 -0.3985 0.345
H 0.7712 1.8562 -1.6344 0.244
H 1.3151 -0.9833 0.8872 0.286
H -1.8310 2.5051 -0.2057 0.346
H 0.9427 2.8538 -0.1414 0.256
```



# 2
DFT (ωB97M-V with the def2-TZVPD basis set) results for a cluster of 2 separate species, C4H12 in total.

SMILES: CC.CC
Energy relative to the best compared isomer or geometry (same formula, charge and spin): 0.1988 eV
Electronic energy: -4342.330 eV
LUMO energy: 1.12 eV
HOMO-LUMO gap: 12.881 eV

Structure (XYZ):
```
16
Properties=species:S:1:pos:R:3:mulliken_charge:R:1
H -0.8485 0.3278 -2.1932 0.239
H 0.7018 -2.2068 -1.6334 0.246
H 1.4548 1.4686 1.9814 0.261
H -0.7600 0.9955 0.8829 0.193
C 0.7220 -1.2055 -2.0635 -0.758
C -0.5058 0.5620 1.8498 -0.752
H -1.4425 0.4502 2.3933 0.345
H 0.7634 0.9968 3.5357 0.268
H 0.2328 2.4419 2.8174 0.286
C 0.5250 1.4222 2.5520 -0.859
H -1.4413 -1.2794 -1.7634 0.245
H -0.2076 -0.4882 1.7745 0.258
H -1.0148 -0.9481 -3.3998 0.324
H 1.3165 -1.3013 -2.9721 0.306
C -0.7088 -0.7359 -2.3727 -0.816
H 1.2128 -0.4999 -1.3890 0.215
```



# 3
DFT (ωB97M-V with the def2-TZVPD basis set) results for a cluster of 2 separate species, C4H12 in total.

SMILES: CC.CC
Energy relative to the best compared isomer or geometry (same formula, charge and spin): 0.7670 eV
Electronic energy: -4341.761 eV
LUMO energy: 1.10 eV
HOMO-LUMO gap: 12.468 eV

Structure (XYZ):
```
16
Properties=species:S:1:pos:R:3:mulliken_charge:R:1
H 1.1965 -2.6896 -0.4364 0.304
H -1.0471 -3.4222 -0.9785 0.272
H 0.1764 1.7025 2.0181 0.280
C 0.8121 2.5304 0.1382 -0.802
C -0.2838 1.9377 1.0499 -0.796
H 1.5196 1.7246 -0.1475 0.239
H 0.2352 -2.1926 0.9726 0.275
H -1.1227 2.6358 0.9966 0.287
H 0.7473 -0.9839 -0.2458 0.027
H -0.7786 0.9657 0.8390 0.222
H 1.3208 3.3553 0.6274 0.297
H -0.7520 -2.2669 -2.1492 0.299
C 0.3315 -2.0574 -0.1201 -0.606
H -1.7544 -1.8920 -0.6964 0.273
H 0.2757 2.6810 -0.7826 0.271
C -0.8478 -2.3504 -1.0622 -0.843
```



# 4
DFT (ωB97M-V with the def2-TZVPD basis set) results for a cluster of 2 separate species, C4H12 in total.

SMILES: CC.CC
Energy relative to the best compared isomer or geometry (same formula, charge and spin): 1.0712 eV
Electronic energy: -4341.457 eV
LUMO energy: 1.10 eV
HOMO-LUMO gap: 12.132 eV

Structure (XYZ):
```
16
Properties=species:S:1:pos:R:3:mulliken_charge:R:1
C 0.3973 -0.1227 2.9184 -0.958
H -1.6169 0.5854 -1.9125 0.314
H 1.3420 0.5377 -2.8155 0.294
H -0.2000 0.8983 -3.6250 0.289
C -0.5653 0.4778 -1.6157 -0.515
C -0.0736 -0.6686 1.5739 -0.781
H -0.2122 -0.3620 -0.9889 0.012
H 0.6415 -0.3492 0.8221 0.181
H 0.3472 -0.7304 -3.3624 0.265
H 1.3570 -0.4711 3.1440 0.313
H -0.1733 -1.7403 1.6555 0.342
H -0.4221 1.4250 -1.0410 0.292
H -1.1440 -0.4682 1.4465 0.353
C 0.2714 0.2953 -2.8602 -0.950
H 0.3526 0.9904 2.8551 0.279
H -0.4510 -0.2063 3.7238 0.269
```



# 5
DFT (ωB97M-V with the def2-TZVPD basis set) results for a cluster of 2 separate species, C4H12 in total.

SMILES: CC.CC
Energy relative to the best compared isomer or geometry (same formula, charge and spin): 1.5728 eV
Electronic energy: -4340.955 eV
LUMO energy: 1.07 eV
HOMO-LUMO gap: 12.036 eV

Structure (XYZ):
```
16
Properties=species:S:1:pos:R:3:mulliken_charge:R:1
H 0.0167 0.6898 0.7410 -0.502
C -0.1764 -0.2957 -2.8495 -0.946
H -0.1057 -0.6004 -0.7157 0.296
H 0.0612 0.5390 -3.6044 0.241
C -0.1502 -0.5791 2.4969 -0.946
H -1.2151 -0.3141 -3.0034 0.332
H 0.5161 -1.4070 2.0913 0.270
H 0.1603 -0.5195 3.5551 0.320
H 0.2859 -1.2859 -3.0744 0.239
H -1.1503 -0.9819 2.3659 0.290
C 0.0008 0.9229 1.8073 0.157
H 0.3439 1.1751 -1.1670 0.178
H 1.4182 -0.3379 -1.3734 0.231
H -0.9318 1.5458 2.1022 0.241
H 0.8947 1.4839 2.1386 0.286
C 0.2768 -0.0460 -1.4639 -0.689
```



# 6
DFT (ωB97M-V with the def2-TZVPD basis set) results for a cluster of 2 separate species, C4H12 in total.

SMILES: CC.CC
Energy relative to the best compared isomer or geometry (same formula, charge and spin): 1.8709 eV
Electronic energy: -4340.657 eV
LUMO energy: 1.12 eV
HOMO-LUMO gap: 11.925 eV

Structure (XYZ):
```
16
Properties=species:S:1:pos:R:3:mulliken_charge:R:1
H -0.1037 -1.3531 -0.5120 0.037
C 0.9115 -1.9077 -0.7380 -0.750
H 1.3252 -0.5113 -2.3403 0.222
H 1.6728 0.3370 -0.7061 0.197
C -0.7574 1.8152 1.0430 -0.714
H 2.7032 -0.9080 -1.3909 0.326
H -2.5902 0.8101 1.7913 0.299
H -0.0456 1.7832 1.8723 0.286
H -1.5156 -0.4782 1.1731 0.150
C 1.6940 -0.6534 -1.2941 -0.721
H 0.8631 -2.7330 -1.3967 0.314
H -1.2605 2.9395 0.8168 0.227
C -1.7996 0.7376 1.0156 -0.721
H 0.9433 -2.2997 0.2357 0.363
H -0.0388 1.7737 0.2668 0.207
H -2.2440 0.6904 0.0303 0.277
```



# 7
DFT (ωB97M-V with the def2-TZVPD basis set) results for a cluster of 2 separate species, C4H12 in total.

SMILES: CC.CC
Energy relative to the best compared isomer or geometry (same formula, charge and spin): 0.4245 eV
Electronic energy: -4342.104 eV
LUMO energy: 1.14 eV
HOMO-LUMO gap: 12.302 eV

Structure (XYZ):
```
16
Properties=species:S:1:pos:R:3:mulliken_charge:R:1
C -0.3067 -1.1873 0.9563 -0.665
H -0.9763 1.1004 -2.6292 0.328
C 0.6310 -2.0163 1.8233 -0.967
H 0.2647 -2.1106 2.8470 0.284
C 0.4423 2.0868 -1.2315 -0.786
H -1.2671 -1.6923 0.7785 0.334
H -0.5253 -0.2165 1.3985 0.298
H -1.6145 1.4140 -1.0636 0.251
H 0.6506 2.0785 -0.1510 0.253
H 0.1278 3.1416 -1.2547 0.302
C -0.6797 1.1638 -1.5791 -0.770
H 0.0513 -1.0327 -0.0496 0.133
H 1.4015 1.8644 -1.6957 0.284
H 0.6886 -3.0628 1.5298 0.290
H 1.6515 -1.6207 1.7437 0.287
H -0.5397 0.0896 -1.4226 0.145
```



# 8
DFT (ωB97M-V with the def2-TZVPD basis set) results for a cluster of 2 separate species, C4H12 in total.

SMILES: CC.CC
Energy relative to the best compared isomer or geometry (same formula, charge and spin): 1.2415 eV
Electronic energy: -4341.287 eV
LUMO energy: 1.14 eV
HOMO-LUMO gap: 12.560 eV

Structure (XYZ):
```
16
Properties=species:S:1:pos:R:3:mulliken_charge:R:1
H -0.6842 -1.9476 -0.1000 0.288
H 1.3479 -3.3865 0.5421 0.332
H -0.7575 1.8541 1.2352 0.270
C -1.3604 1.7828 -0.8284 -0.906
C 1.5503 -2.4264 0.1461 -1.116
H 0.2300 -1.6112 1.4134 0.241
H -1.0814 2.1643 -1.7431 0.323
H 2.2937 -1.9217 0.6356 0.337
H -1.3721 0.7269 -0.8908 0.209
H 0.3986 -0.5841 -0.1607 0.108
H -2.3857 2.0515 -0.8602 0.371
H 1.8220 -2.5402 -0.8629 0.357
C 0.2678 -1.4964 0.3138 -0.586
C -0.4191 2.2747 0.2847 -0.850
H -0.3442 3.2764 0.7278 0.344
H 0.4943 1.7833 0.1472 0.278
```



# 9
DFT (ωB97M-V with the def2-TZVPD basis set) results for a cluster of 2 separate species, C4H12 in total.

SMILES: CC.CC
Energy relative to the best compared isomer or geometry (same formula, charge and spin): 1.9857 eV
Electronic energy: -4340.543 eV
LUMO energy: 1.12 eV
HOMO-LUMO gap: 11.933 eV

Structure (XYZ):
```
16
Properties=species:S:1:pos:R:3:mulliken_charge:R:1
H 1.6612 0.2471 -0.9197 0.185
C -2.1808 1.1444 -0.2205 -0.805
H 1.7986 1.3030 0.4222 0.261
C 2.2641 0.3790 0.0098 -0.731
H -1.1534 -0.7507 -0.4538 0.184
H 2.8361 -1.7083 1.1008 0.311
H -2.1765 -0.5417 -1.5958 0.389
H -1.2700 1.6175 -0.5061 0.260
H -2.9511 1.4419 -0.7914 0.315
H 1.4399 -1.9105 0.4726 0.211
C -2.0837 -0.4022 -0.6038 -0.982
C 2.0613 -0.8963 0.8124 -0.845
H -2.7255 -1.1084 -0.1391 0.386
H 3.2945 0.6760 -0.1662 0.295
H 1.6495 -0.7088 1.7687 0.307
H -2.4642 1.2178 0.8099 0.260
```



# 10
DFT (ωB97M-V with the def2-TZVPD basis set) results for a cluster of 2 separate species, C4H12 in total.

SMILES: CC.CC
Energy relative to the best compared isomer or geometry (same formula, charge and spin): 0.3541 eV
Electronic energy: -4342.174 eV
LUMO energy: 1.04 eV
HOMO-LUMO gap: 12.602 eV

Structure (XYZ):
```
16
Properties=species:S:1:pos:R:3:mulliken_charge:R:1
H 0.6399 1.3989 3.2681 0.316
C 0.4806 -0.7465 2.7143 -0.798
H -0.7203 0.9376 2.2053 0.239
H 1.5538 -0.9538 2.8229 0.251
C 0.3362 0.7494 2.4442 -0.791
H -1.1229 -1.3033 -2.9625 0.289
C -0.3193 -0.5728 -3.0237 -0.907
H -0.5554 0.1912 -1.1449 0.064
H -1.5557 1.0177 -2.2865 0.255
H 0.8652 1.0632 1.5474 0.246
C -0.5365 0.6645 -2.1276 -0.557
H 0.2431 1.4102 -2.1857 0.295
H 0.5278 -1.1331 -2.6276 0.275
H 0.2371 -1.2527 1.7929 0.242
H 0.0577 -1.1087 3.6424 0.296
H -0.1311 -0.3618 -4.0791 0.286
```